Computed, not measured: C32H21Cl2MoN3O7S as an isolated structure, with the ωB97M-V functional and the def2-TZVPD basis.

Geometry as XYZ:
```
67
Properties=species:S:1:pos:R:3
H 0.9358 -3.7312 -3.5847
H -6.1764 1.3060 2.4490
H 1.8302 2.5715 -3.6961
H -0.9309 3.7502 1.8121
H -2.4237 3.1187 -3.6273
C -1.5268 2.6819 -3.2046
O -6.6774 3.3813 3.5317
C 2.5511 0.2440 3.3791
H -0.0743 -4.1324 -5.8165
C -5.1478 1.5546 2.2315
C 1.8148 -1.9739 3.7747
C -0.6968 -2.5955 -2.8433
C 3.7587 -0.0364 3.9960
H -4.6898 -0.2866 1.2438
Cl 0.6473 -3.2502 3.6393
H -2.5936 1.6765 -1.6395
Cl 2.3320 1.8582 2.7809
H 1.9038 -2.0053 0.6670
C -1.1630 2.7336 1.4707
C 2.9661 -0.3130 -0.1114
C 5.2398 -1.5117 0.8825
C 4.1962 0.3081 -0.2955
O -5.0598 4.7892 3.7012
O -0.2578 2.1154 0.9051
C 5.3314 -0.2951 0.2147
C 2.8588 -1.5167 0.5695
C 0.7401 1.5797 -2.1380
H -0.2389 3.5771 -4.6731
H 6.1352 -1.9798 1.2707
C -1.6218 1.8703 -2.0801
O 1.0867 -2.9671 -1.3248
H -3.5178 -1.8953 -4.5912
H 4.2512 1.2509 -0.8181
C 0.0354 -2.4211 -1.5611
C -0.0405 -3.3367 -3.8306
C -4.6477 2.7964 2.6447
C -0.4847 1.2970 -1.5287
H 3.9322 -3.0732 1.5626
C -2.5331 -2.2988 -4.3813
H -2.3210 -3.1850 -6.3085
H 3.1665 -3.2683 4.7933
O -2.2674 0.1323 0.6591
C -2.9783 1.0036 1.2909
C -4.3332 0.6813 1.5669
H 6.2935 0.1836 0.0875
H 4.5040 0.7426 4.0690
C 3.9902 -1.3004 4.5112
C -2.4980 2.2742 1.7212
C -3.3514 3.1593 2.3967
N -5.5279 3.7254 3.3470
Mo -0.2875 0.0531 0.1899
C 4.0089 -2.1227 1.0525
O -0.5612 -1.6131 -0.6868
C -0.6034 -3.5565 -5.0702
C 0.8554 2.3903 -3.2635
O -2.6514 -1.3903 -2.1759
N 1.7699 0.2689 -0.6381
H -2.9929 4.1255 2.7244
N 1.9313 1.0265 -1.6200
C -0.2960 2.9437 -3.7983
C -1.9672 -2.0792 -3.1257
C 3.0120 -2.2725 4.4023
C -1.8592 -3.0264 -5.3424
C 1.5386 -0.7095 3.2402
S -0.0546 -0.4020 2.5475
H -3.4929 -1.0990 -2.5493
H 4.9289 -1.5260 4.9978
```

HOMO level (alpha / beta): -8.297 / -8.438 eV
energy above the lowest of the compared OMol25 structures with the same formula, charge and spin: 0.0 kcal/mol
2S+1: 3
frontier orbital gap (alpha / beta): 6.892 / 7.009 eV

natural (NBO) atomic charge list, values in e, 5 entries: number 1, H, carries 0.2402; number 2, H, carries 0.2514; number 3, H, carries 0.2276; number 4, H, carries 0.1586; number 5, H, carries 0.2145

Computed, not measured: C32H21F12N3O2Re as an isolated structure, with the ωB97M-V functional and the def2-TZVPD basis.

Geometry as XYZ:
```
71
Properties=species:S:1:pos:R:3
F -2.2727 -3.5915 -1.1239
C -1.3320 -0.5247 -5.9067
C 1.6207 -2.0048 3.7608
F -2.5563 -1.0742 2.1218
H 1.5381 -5.2359 3.7411
C 3.0213 -1.2394 -3.4994
H -0.5215 -4.2092 2.3428
C -1.1034 3.4472 -0.8017
C -2.5404 -1.4177 0.8307
Re 0.2305 -0.0711 -0.9900
C -2.2127 -0.2309 -3.6375
C 4.3790 -1.1518 -1.4512
C 3.3055 -0.7920 -0.6629
H 0.2581 -4.7459 4.8294
H 5.3590 -1.2664 -1.0081
C -1.2288 -2.2462 0.5028
H 3.4266 -0.6247 0.3991
C -3.6411 -0.0319 -5.5624
F 1.2651 5.0515 -0.2009
F -3.6444 -2.0641 0.5466
H 2.9209 -1.4047 -4.5625
F -2.2908 -4.3305 0.9188
C 0.4165 -0.9766 1.9226
H -0.0823 4.6001 5.3799
N 0.1665 -0.6992 -4.1621
C 1.3575 -0.9038 2.9757
C -3.4548 -0.0097 -4.1687
C 1.4759 3.7953 -0.5705
C 0.0376 3.6990 2.0943
C 0.9444 -3.2028 3.5415
C 0.0071 -3.2756 2.4775
C 1.1928 -4.4116 4.3709
F 1.7245 3.7508 -1.8652
F 2.5319 3.3106 0.0898
C -2.5884 -0.2904 -6.4282
C 2.0737 -0.6565 -1.3133
F -1.0069 3.6692 -2.0974
C -0.2581 4.8057 4.3261
C -0.4159 1.2229 3.2266
C 0.2427 2.8946 -0.2308
C -1.5829 -3.6784 0.0047
C -0.4648 2.3184 4.0355
H -2.0942 -0.2492 -2.5624
H -0.7836 0.2756 3.5941
C 1.9630 -0.8736 -2.6957
N 0.5872 -0.5963 -2.9756
H -0.4841 -0.7363 -6.5440
H 1.9378 0.0044 3.0901
O 0.4764 1.7096 -0.9391
H -1.2731 5.2218 4.2397
C 4.2347 -1.3723 -2.8357
H 0.1607 4.6987 1.7016
H -2.7504 -0.3150 -7.4964
H 0.4233 5.5750 3.9626
N 0.1620 0.1540 1.1594
F -2.0290 2.4888 -0.5975
H 5.1123 -1.6524 -3.4045
C -1.1279 -0.4793 -4.5110
H -4.6312 0.1439 -5.9631
H 1.9261 -4.2320 5.1520
C -0.1947 3.5845 3.5020
C -0.2329 -2.2152 1.6482
C -0.0184 1.2992 1.8324
F -0.4552 -4.3425 -0.2350
H 2.3694 -1.9444 4.5397
H -4.3018 0.1702 -3.5212
F -2.5276 -0.2671 0.1172
C 0.0925 2.6303 1.2564
H -0.7732 2.2202 5.0683
O -0.5836 -1.6500 -0.6014
F -1.4824 4.5460 -0.1768
```

HOMO level (alpha / beta): -16.869 / -16.869 eV
frontier orbital gap (alpha / beta): 4.624 / 4.631 eV
total charge: +3

Mulliken atomic charge list, values in e, 5 entries: number 1, F, carries -0.1948; number 2, C, carries -0.1675; number 3, C, carries -1.1925; number 4, F, carries -0.2415; number 5, H, carries 0.3740

Computed, not measured: C32H21F4N12O3PReS as an isolated structure, with the ωB97M-V functional and the def2-TZVPD basis.

Geometry as XYZ:
```
75
Properties=species:S:1:pos:R:3
C 3.3805 3.4929 -8.8109
C -1.4568 3.3963 -1.4390
C -2.4247 0.8479 2.5398
H 1.6286 -2.2792 -5.1183
O -1.6701 -0.0466 1.8854
H 0.5601 -2.2991 4.3382
F 0.7913 1.0088 -6.5016
N 4.0409 4.1252 -9.5057
F 0.7571 1.0478 -3.8826
N 0.6295 1.6025 1.8624
C 0.1440 -1.6197 3.5906
P 1.1425 -1.7920 2.1350
C 1.5556 1.9168 -1.6123
N 0.8406 1.3760 -0.8875
H 1.1704 -1.6275 -1.3011
N 1.0120 1.1633 -9.4850
C 1.6165 1.8282 -5.8812
C -2.0697 5.7370 -1.5937
N 3.9622 4.0392 -0.7720
H -2.1020 6.6463 -2.1767
C 2.4737 2.6930 -3.7579
C -2.5455 4.5138 0.4303
Re -0.4440 0.6204 0.4971
C -1.5375 4.5557 -2.1579
C 1.1765 -3.5147 1.6885
C 2.5197 2.6639 -8.0244
C -0.1806 -2.4255 -3.9856
H 1.8910 -1.6243 -2.8043
H -3.6893 3.0932 3.3075
H 1.5455 -3.6776 -4.0274
C 3.3240 3.4735 -1.5408
C 2.1033 2.9115 3.4368
C -1.2935 -1.2672 -2.4647
C 0.9674 -3.0372 -4.6952
N 3.5575 1.4382 4.9667
H 0.1644 -3.8552 1.4661
H 1.5706 -4.0995 2.5198
C 1.6057 1.8521 -4.5369
C 3.3774 3.5190 -5.8691
C -3.1648 4.4296 1.6923
C -3.1843 3.2371 2.3629
N -1.4275 -2.5193 -4.3270
H -3.0988 -1.7351 -3.4189
C 2.9008 2.1332 4.3276
C 2.0818 4.3364 3.3977
N 2.0558 5.4847 3.3723
H 0.1849 -0.6018 3.9773
C -1.9205 3.3669 -0.1076
F 4.2178 4.3132 -6.4902
N -0.0622 -1.6610 -2.8373
H 1.8167 -3.6697 0.8196
O -2.9961 0.6185 3.5602
O 0.6261 -1.0179 0.8705
C 2.7965 -1.2759 2.5273
N 1.1346 -1.2496 -2.2427
C -2.4855 2.1659 1.8188
C 1.6680 1.8204 -8.8098
N -1.8244 2.2222 0.6603
H -0.8935 -1.8803 3.3914
F 4.1884 4.3275 -3.8690
S -1.9487 -0.3616 -1.1458
C 2.5072 2.6696 -6.6568
C 2.4557 2.6977 -2.3773
H 3.2137 -1.9406 3.2854
H -1.2121 4.5667 -3.1901
H -3.0363 6.5884 0.1032
N -2.0928 -1.8097 -3.3818
H -3.6473 5.3068 2.1047
C 3.3629 3.5265 -4.5173
H 2.8028 -0.2636 2.9320
C -2.5795 5.7091 -0.3316
H 0.5802 -3.6454 -5.5085
H -1.1140 2.4841 -1.9035
C 1.3223 2.2158 2.5878
H 3.4246 -1.3124 1.6370
```

HOMO level (alpha / beta): -13.353 / -13.388 eV
energy above the lowest of the compared OMol25 structures with the same formula, charge and spin: 4.1 kcal/mol
2S+1: 4
frontier orbital gap (alpha / beta): 4.958 / 5.054 eV
total charge: +2

Mulliken atomic charge list, values in e, 5 entries: number 1, C, carries -0.2445; number 2, C, carries -0.3425; number 3, C, carries 0.3978; number 4, H, carries 0.3296; number 5, O, carries -0.5367